[1]
Below is a cluster of 2 separate species, H5NO3Si in total in a non-equilibrium geometry, with properties calculated with ωB97M-V with the def2-TZVPD basis set.

The value obtained for the total energy is -15593.1047 eV. Its relative energy (zero: lowest compared OMol25 entry of this formula, charge and spin) is 3.2587 eV. Its spin multiplicity is 1. The value obtained for the orbital gap is 8.4 eV. The HOMO energy comes out at -8.362 eV.

```
10
Properties=species:S:1:pos:R:3:forces:R:3:lowdin_charge:R:1
N 1.7282 0.2641 -0.2487 -3.09 -0.12 -0.01 -0.116
O -1.4975 0.7422 1.2911 -0.17 0.27 -0.07 -0.071
O -1.4884 -1.4930 -0.1422 -0.18 -0.17 0.13 -0.073
O -1.4147 0.9027 -1.3726 -0.40 -0.33 -0.01 -0.078
Si -1.0225 0.0408 -0.0727 3.38 0.56 -0.24 0.343
H 1.9326 0.4618 0.7296 -0.02 -0.12 0.10 -0.109
H 1.9490 -0.7239 -0.3747 0.00 -0.03 0.12 -0.108
H -1.3619 0.3482 2.1492 0.11 -0.20 0.23 0.070
H -1.3064 -2.0120 -0.9247 0.09 -0.12 -0.19 0.072
H -0.9803 1.7426 -1.5065 0.28 0.25 -0.07 0.069
```
Positions in Å, forces in eV/Å.

---

[2]
Below is a cluster of 2 separate species, H5NOS2Si in total in a non-equilibrium geometry, with properties calculated with ωB97M-V with the def2-TZVPD basis set.

The SMILES is [H]/N=[SiH]/OS.S. The value obtained for the total energy is -33165.1301 eV. Its relative energy (zero: lowest compared OMol25 entry of this formula, charge and spin) is 3.0720 eV. Its spin multiplicity is 1. The value obtained for the orbital gap is 8.6 eV. The HOMO energy comes out at -8.704 eV.

```
10
Properties=species:S:1:pos:R:3:forces:R:3:lowdin_charge:R:1
H -0.9815 -1.6324 -0.8420 0.22 -0.13 0.35 -0.041
N -0.4541 -0.9050 -0.3602 2.44 -0.69 -0.36 -0.217
Si 1.1711 -1.1124 -0.1734 -4.93 1.68 -0.86 0.498
O 2.1036 0.1230 0.0386 1.56 -0.13 0.44 -0.781
S 2.6119 1.6220 -0.3466 -1.44 0.72 0.47 0.789
H 1.9638 -2.1966 -0.0220 1.54 -2.40 0.25 -0.053
H 1.4111 2.1132 0.1099 0.91 0.51 -0.50 -0.089
S -3.1398 0.6767 0.3523 -0.60 -0.85 -0.85 0.408
H -2.6065 1.4943 1.2443 0.73 -0.07 0.22 -0.263
H -2.0796 -0.1828 -0.0010 -0.41 1.36 0.83 -0.250
```
Positions in Å, forces in eV/Å.

---

[3]
Below is a cluster of 2 separate species, H5NOSi in total in a non-equilibrium geometry, with properties calculated with ωB97M-V with the def2-TZVPD basis set.

The SMILES is N=[SiH2].O. The value obtained for the total energy is -11494.4206 eV. Its relative energy (zero: lowest compared OMol25 entry of this formula, charge and spin) is 3.3758 eV. Its spin multiplicity is 1. The value obtained for the orbital gap is 9.5 eV. The HOMO energy comes out at -9.746 eV.

```
8
Properties=species:S:1:pos:R:3:forces:R:3:lowdin_charge:R:1
N -0.8481 -0.7389 -1.0498 -0.07 -1.00 -0.13 -0.239
Si 0.2783 -1.2075 -0.0312 1.70 0.54 -0.47 0.579
H -0.9844 -1.0627 -1.9940 0.19 0.30 -0.23 -0.066
H -0.0605 -0.9203 1.3168 -0.23 0.09 1.18 -0.113
H 1.8462 -1.5357 0.0062 -1.68 -0.01 -0.52 -0.071
O 0.1820 1.8138 0.3996 0.69 -0.24 0.86 -0.111
H 0.0838 1.2193 1.1737 -0.38 0.75 -0.83 0.000
H -0.6275 1.8032 -0.1153 -0.23 -0.42 0.13 0.020
```
Positions in Å, forces in eV/Å.

---

[4]
Below is a cluster of 3 separate species, H5O2S in total in a non-equilibrium geometry, with properties calculated with ωB97M-V with the def2-TZVPD basis set.

The value obtained for the total energy is -15012.4489 eV. Its relative energy (zero: lowest compared OMol25 entry of this formula, charge and spin) is 0.6709 eV. Its spin multiplicity is 1. The charge is -1. The value obtained for the orbital gap is 6.4 eV. The HOMO energy comes out at -2.681 eV.

```
8
Properties=species:S:1:pos:R:3:forces:R:3:lowdin_charge:R:1
S -0.2464 1.0731 -3.1188 0.09 0.50 -0.02 -0.319
H 0.3928 2.2747 -3.2458 -0.30 -0.49 0.11 -0.469
H -1.0620 0.6967 -0.5936 1.00 -0.63 -0.57 -0.054
H -0.9873 1.0378 0.8005 0.09 0.22 0.98 0.005
O -0.6216 0.3730 0.2243 -0.79 0.25 -0.45 -0.127
H 1.5394 -1.8437 2.2450 1.06 -0.01 0.41 0.009
H 0.3806 -1.6326 1.4025 -0.61 0.03 0.32 0.026
O 0.6043 -1.9791 2.2859 -0.55 0.14 -0.80 -0.071
```
Positions in Å, forces in eV/Å.

---

[5]
Below is a cluster of 3 separate species, H5O2S in total in a non-equilibrium geometry, with properties calculated with ωB97M-V with the def2-TZVPD basis set.

The value obtained for the total energy is -15012.6477 eV. Its relative energy (zero: lowest compared OMol25 entry of this formula, charge and spin) is 0.4721 eV. Its spin multiplicity is 1. The charge is -1. The value obtained for the orbital gap is 7.2 eV. The HOMO energy comes out at -2.996 eV.

```
8
Properties=species:S:1:pos:R:3:forces:R:3:lowdin_charge:R:1
S 0.0014 1.3887 0.4714 0.16 -0.29 0.34 -0.171
H -0.7238 0.8224 1.4695 0.20 0.14 -0.29 -0.405
H -0.7071 -0.6042 -0.9476 -1.11 0.48 -0.98 -0.047
H -0.3804 0.0735 -2.1899 -0.42 0.19 -0.18 -0.011
O -1.1041 -0.4826 -1.8657 1.28 -0.65 1.00 -0.189
H 1.0884 -2.4497 0.2316 -0.08 -0.21 0.41 0.015
H 1.1321 -1.0167 0.5961 -0.35 0.23 0.84 -0.057
O 1.0502 -1.8980 1.0279 0.33 0.12 -1.14 -0.136
```
Positions in Å, forces in eV/Å.

---

[6]
Below is a cluster of 3 separate species, H5O3 in total, with properties calculated with ωB97M-V with the def2-TZVPD basis set.

The value obtained for the total energy is -6224.4400 eV. Its relative energy (zero: lowest compared OMol25 entry of this formula, charge and spin) is 0.1904 eV. Its spin multiplicity is 1. The charge is -1. The value obtained for the orbital gap is 9.2 eV. The HOMO energy comes out at -4.083 eV.

```
8
Properties=species:S:1:pos:R:3:forces:R:3:lowdin_charge:R:1
O 1.7619 -0.4593 0.0364 0.00 0.36 0.04 -0.150
H 1.5557 -0.2179 0.9429 0.01 -0.12 0.20 -0.005
O -1.0055 0.1810 1.1804 0.18 0.20 -0.52 -0.239
H -0.6809 0.1339 0.1429 -0.68 -0.11 0.40 -0.050
H -1.7224 0.8092 1.0383 0.00 -0.06 0.25 -0.024
O -0.4971 0.2351 -1.2710 0.38 0.28 0.19 -0.426
H 0.9809 -0.0387 -0.4339 0.24 -0.29 -0.43 -0.031
H -0.3926 -0.6434 -1.6360 -0.13 -0.25 -0.14 -0.076
```
Positions in Å, forces in eV/Å.

---

Which formula does entry 5 have?
H5O2S